{
  "formula": "C41H33F2N3PRbS",
  "method": "wB97M-V/def2-TZVPD",
  "homo_energy_ev": -1.59,
  "orbital_gap_ev": 5.63,
  "charge": -2,
  "total_energy_ha": -2709.7689,
  "elements": ["Rb", "C", "C", "C", "C", "C", "H", "H", "H", "H", "H", "C", "C", "C", "C", "C", "C", "P", "C", "C", "C", "C", "C", "C", "C", "C", "C", "C", "C", "C", "C", "C", "C", "C", "H", "H", "H", "H", "H", "H", "H", "H", "H", "H", "H", "H", "H", "H", "H", "H", "F", "C", "C", "C", "C", "C", "F", "C", "C", "C", "C", "C", "C", "N", "H", "H", "H", "H", "H", "H", "S", "C", "N", "C", "C", "N", "H", "H", "H", "H", "H", "H"],
  "xyz": [[0.58, -0.61, -1.09], [-1.13, -0.46, -3.99], [-1.63, -1.62, -3.38], [-0.66, -2.64, -3.52], [0.44, -2.10, -4.22], [0.15, -0.75, -4.51], [-1.64, 0.49, -4.08], [-2.60, -1.73, -2.91], [-0.75, -3.67, -3.19], [1.33, -2.63, -4.50], [0.78, -0.07, -5.06], [-2.71, 5.47, -3.79], [-3.63, 4.74, -3.05], [-3.20, 3.77, -2.15], [-1.84, 3.51, -1.98], [-0.93, 4.24, -2.74], [-1.35, 5.22, -3.63], [-1.11, 2.25, -0.85], [-2.65, 1.51, -0.17], [-3.39, 0.69, -1.02], [-4.55, 0.08, -0.57], [-4.97, 0.25, 0.74], [-4.22, 1.04, 1.60], [-3.07, 1.66, 1.15], [-0.60, 3.37, 0.50], [-1.29, 4.52, 0.82], [-0.84, 5.36, 1.86], [0.30, 5.04, 2.54], [1.04, 3.88, 2.23], [2.25, 3.58, 2.90], [2.94, 2.45, 2.55], [2.45, 1.59, 1.54], [1.28, 1.80, 0.83], [0.59, 3.00, 1.20], [-3.05, 6.22, -4.49], [-4.69, 4.92, -3.17], [-3.93, 3.21, -1.58], [0.13, 4.04, -2.63], [-0.63, 5.77, -4.21], [-3.06, 0.52, -2.03], [-5.12, -0.56, -1.24], [-5.86, -0.26, 1.10], [-4.52, 1.15, 2.64], [-2.49, 2.27, 1.83], [-2.18, 4.78, 0.26], [-1.40, 6.25, 2.10], [0.65, 5.70, 3.34], [2.61, 4.24, 3.68], [3.87, 2.22, 3.05], [3.06, 0.71, 1.33], [4.45, -5.49, -2.33], [4.11, -4.66, -1.28], [3.16, -3.68, -1.44], [2.77, -2.84, -0.39], [3.44, -3.05, 0.84], [4.40, -4.05, 0.97], [5.03, -4.29, 2.18], [4.75, -4.89, -0.07], [3.11, -2.19, 2.01], [4.10, -1.68, 2.85], [3.75, -0.87, 3.91], [2.40, -0.59, 4.12], [1.49, -1.13, 3.24], [1.82, -1.93, 2.22], [2.70, -3.59, -2.42], [5.49, -5.67, 0.06], [5.14, -1.90, 2.64], [4.51, -0.45, 4.56], [2.08, 0.07, 4.91], [0.43, -0.91, 3.34], [-2.77, -2.49, 2.05], [-1.65, -3.55, 1.41], [-1.65, -4.03, 0.15], [-0.42, -4.73, -0.18], [0.33, -4.74, 1.17], [-0.59, -4.08, 2.07], [-2.22, -3.58, -0.54], [0.14, -4.20, -0.95], [-0.64, -5.74, -0.53], [1.27, -4.19, 1.10], [0.53, -5.76, 1.51], [-0.21, -3.51, 2.81]]
}



{
  "formula": "C41H34F2I2MnN2O4P2",
  "method": "wB97M-V/def2-TZVPD",
  "s2": 0.8452,
  "spin_multiplicity": 2,
  "de_lowest_ev": 0.451,
  "homo_energy_ev": [-5.35, -5.54],
  "orbital_gap_ev": [5.34, 5.53],
  "charge": 0,
  "total_energy_ha": -4622.1756,
  "elements": ["Mn", "O", "P", "C", "P", "O", "C", "C", "C", "C", "C", "C", "C", "C", "C", "C", "C", "C", "C", "C", "C", "C", "C", "C", "C", "C", "C", "C", "C", "C", "H", "H", "H", "H", "H", "H", "H", "H", "H", "H", "H", "H", "H", "H", "H", "H", "H", "H", "H", "H", "H", "H", "I", "C", "C", "C", "I", "C", "C", "C", "C", "N", "C", "C", "O", "H", "H", "H", "H", "O", "C", "C", "C", "C", "C", "C", "N", "H", "H", "H", "H", "H", "H", "H", "F", "C", "F", "H"],
  "xyz": [[0.68, 1.50, 0.59], [1.05, -0.71, 0.13], [0.28, -1.84, -0.46], [-1.41, -1.94, 0.24], [-2.29, -0.35, 0.01], [-1.43, 0.81, 0.34], [-2.84, -0.26, -1.70], [-3.87, -1.06, -2.18], [-4.28, -0.93, -3.50], [-3.65, 0.00, -4.33], [-2.62, 0.79, -3.85], [-2.21, 0.67, -2.53], [-3.74, -0.43, 1.08], [-4.45, 0.76, 1.22], [-5.53, 0.83, 2.08], [-5.91, -0.29, 2.81], [-5.21, -1.48, 2.66], [-4.13, -1.55, 1.80], [0.12, -1.70, -2.24], [0.90, -0.72, -2.86], [0.84, -0.57, -4.24], [-0.01, -1.38, -4.98], [-0.79, -2.34, -4.36], [-0.72, -2.51, -2.99], [1.05, -3.43, -0.06], [1.24, -3.72, 1.29], [1.92, -4.88, 1.65], [2.40, -5.74, 0.68], [2.20, -5.45, -0.66], [1.53, -4.29, -1.04], [-1.30, -2.09, 1.31], [-1.97, -2.78, -0.19], [-4.36, -1.77, -1.52], [-5.08, -1.54, -3.88], [-3.98, 0.10, -5.36], [-2.13, 1.50, -4.50], [-1.40, 1.28, -2.14], [-4.13, 1.63, 0.65], [-6.08, 1.76, 2.19], [-6.75, -0.24, 3.49], [-5.51, -2.36, 3.23], [-3.59, -2.49, 1.69], [1.54, -0.08, -2.25], [1.44, 0.18, -4.73], [-0.07, -1.25, -6.06], [-1.46, -2.96, -4.95], [-1.32, -3.27, -2.51], [0.88, -3.04, 2.05], [2.07, -5.10, 2.70], [2.93, -6.63, 0.96], [2.58, -6.12, -1.42], [1.38, -4.05, -2.08], [0.63, 3.14, -4.27], [2.25, 2.96, -2.94], [3.55, 3.28, -3.34], [4.56, 3.14, -2.42], [6.51, 3.63, -3.08], [4.34, 2.70, -1.11], [5.37, 2.48, -0.11], [5.06, 2.07, 1.12], [3.64, 1.87, 1.57], [2.66, 1.97, 0.52], [3.02, 2.41, -0.71], [1.94, 2.53, -1.65], [0.72, 2.23, -1.26], [3.75, 3.62, -4.34], [6.40, 2.64, -0.38], [5.82, 1.89, 1.87], [3.55, 0.89, 2.06], [-0.08, 3.51, 1.58], [-0.81, 3.25, 2.77], [-0.19, 2.08, 3.48], [-0.09, 2.03, 4.86], [0.42, 0.89, 5.46], [0.85, -0.15, 4.64], [0.75, 0.01, 3.27], [0.24, 1.09, 2.69], [-0.63, 4.00, 0.95], [-1.85, 2.99, 2.53], [-0.81, 4.13, 3.41], [-0.42, 2.87, 5.46], [0.50, 0.81, 6.54], [1.27, -1.05, 5.06], [1.11, -0.75, 2.58], [3.90, 4.07, 2.53], [3.28, 2.87, 2.69], [3.67, 2.39, 3.93], [2.20, 3.05, 2.72]]
}



{
  "formula": "C41H35AsIrN4O6S2",
  "method": "wB97M-V/def2-TZVPD",
  "s2": 0.7553,
  "spin_multiplicity": 2,
  "de_lowest_ev": 3.038,
  "homo_energy_ev": [-13.23, -13.23],
  "orbital_gap_ev": [6.29, 5.69],
  "charge": 2,
  "total_energy_ha": -5389.7774,
  "elements": ["Ir", "C", "C", "C", "C", "C", "C", "C", "S", "O", "O", "N", "C", "C", "C", "C", "C", "C", "C", "C", "N", "C", "H", "H", "H", "H", "H", "H", "H", "H", "H", "H", "H", "H", "H", "C", "S", "O", "O", "O", "H", "H", "H", "N", "C", "O", "C", "C", "C", "N", "C", "C", "H", "H", "H", "H", "H", "H", "C", "C", "C", "C", "C", "C", "As", "C", "C", "C", "C", "C", "C", "C", "C", "C", "C", "C", "C", "H", "H", "H", "H", "H", "H", "H", "H", "H", "H", "H", "H", "H"],
  "xyz": [[-0.57, 1.72, 0.14], [2.29, -2.64, 4.77], [2.21, -1.80, 3.53], [2.94, -0.62, 3.41], [2.91, 0.13, 2.25], [2.13, -0.31, 1.18], [1.38, -1.47, 1.28], [1.42, -2.21, 2.45], [2.10, 0.63, -0.30], [3.36, 0.68, -0.94], [0.97, 0.15, -1.12], [1.54, 2.07, 0.19], [2.01, 3.32, -0.17], [3.32, 3.70, -0.34], [3.63, 5.03, -0.66], [2.65, 5.97, -0.84], [1.30, 5.60, -0.70], [0.20, 6.46, -0.91], [-1.08, 5.99, -0.77], [-1.29, 4.66, -0.40], [-0.28, 3.83, -0.20], [1.00, 4.27, -0.34], [2.70, -2.07, 5.61], [2.93, -3.50, 4.60], [1.31, -3.02, 5.06], [3.55, -0.29, 4.24], [3.48, 1.04, 2.16], [0.77, -1.79, 0.45], [0.84, -3.12, 2.53], [4.11, 2.96, -0.22], [4.67, 5.32, -0.78], [2.90, 6.99, -1.09], [0.39, 7.49, -1.20], [-1.93, 6.64, -0.94], [-2.28, 4.26, -0.27], [-3.83, 1.00, -2.04], [-3.23, 0.78, -0.38], [-4.21, 0.13, 0.41], [-1.94, -0.02, -0.48], [-2.79, 2.13, 0.10], [-4.52, 0.19, -2.25], [-2.98, 0.99, -2.72], [-4.34, 1.96, -2.07], [0.13, 1.88, 7.27], [-0.84, 1.35, 6.49], [-1.76, 0.70, 6.90], [-0.71, 1.60, 4.99], [-1.84, 1.31, 4.23], [-1.79, 1.46, 2.86], [-0.67, 1.87, 2.25], [0.42, 2.17, 2.97], [0.43, 2.04, 4.34], [0.04, 1.76, 8.26], [0.85, 2.50, 6.93], [-2.74, 0.97, 4.71], [-2.65, 1.26, 2.24], [1.28, 2.52, 2.43], [1.34, 2.28, 4.87], [-4.82, -3.07, -4.12], [-4.69, -2.90, -2.75], [-3.51, -2.40, -2.22], [-2.46, -2.08, -3.07], [-2.59, -2.21, -4.45], [-3.77, -2.72, -4.97], [-0.78, -1.52, -2.29], [0.66, -1.87, -3.51], [1.07, -1.10, -4.59], [2.19, -1.50, -5.31], [2.89, -2.64, -4.93], [2.49, -3.39, -3.83], [1.37, -3.00, -3.10], [0.82, -3.72, -1.93], [1.25, -4.95, -1.45], [0.59, -5.55, -0.39], [-0.49, -4.92, 0.22], [-0.93, -3.69, -0.24], [-0.29, -3.11, -1.33], [-5.74, -3.46, -4.53], [-5.51, -3.16, -2.09], [-3.42, -2.24, -1.15], [-1.78, -1.93, -5.11], [-3.88, -2.85, -6.04], [0.54, -0.20, -4.87], [2.52, -0.92, -6.16], [3.76, -2.94, -5.50], [3.05, -4.26, -3.55], [2.09, -5.45, -1.92], [0.91, -6.52, -0.04], [-1.00, -5.40, 1.05], [-1.76, -3.19, 0.24]]
}



{
  "formula": "C41H35Cl5N7OPPdSe",
  "method": "wB97M-V/def2-TZVPD",
  "homo_energy_ev": [-12.10, -12.10],
  "orbital_gap_ev": [5.80, 5.80],
  "charge": 2,
  "total_energy_ha": -7212.9883,
  "elements": ["Pd", "N", "P", "C", "C", "C", "C", "C", "C", "C", "C", "C", "C", "C", "C", "C", "C", "C", "C", "C", "N", "H", "H", "H", "H", "H", "H", "H", "H", "H", "H", "H", "H", "H", "H", "H", "C", "C", "N", "C", "C", "C", "C", "C", "C", "C", "C", "N", "C", "N", "H", "H", "H", "H", "H", "H", "H", "H", "H", "C", "C", "O", "H", "H", "H", "Cl", "C", "C", "C", "Cl", "C", "Cl", "C", "Cl", "C", "Cl", "C", "N", "C", "C", "N", "C", "C", "Se", "H", "H", "H", "H", "H", "H", "H", "H"],
  "xyz": [[-0.96, -0.14, -0.96], [-2.32, 2.97, -1.03], [-1.94, 1.75, 0.07], [-3.48, 1.10, 0.78], [-3.82, -0.22, 0.49], [-4.95, -0.78, 1.06], [-5.74, -0.02, 1.92], [-5.41, 1.30, 2.19], [-4.29, 1.87, 1.62], [-1.15, 2.72, 1.39], [-0.25, 3.74, 1.06], [0.38, 4.44, 2.07], [0.13, 4.13, 3.40], [-0.74, 3.10, 3.72], [-1.36, 2.38, 2.72], [-2.92, 2.48, -2.17], [-3.29, 3.23, -3.28], [-3.98, 2.59, -4.29], [-4.31, 1.24, -4.14], [-3.86, 0.57, -3.02], [-3.13, 1.16, -2.08], [-2.11, 3.95, -0.93], [-3.20, -0.80, -0.21], [-5.21, -1.80, 0.85], [-6.61, -0.47, 2.37], [-6.03, 1.88, 2.85], [-4.03, 2.90, 1.83], [-0.05, 3.97, 0.03], [1.06, 5.24, 1.82], [0.62, 4.69, 4.18], [-0.93, 2.86, 4.76], [-2.02, 1.56, 2.97], [-3.07, 4.29, -3.33], [-4.29, 3.13, -5.17], [-4.92, 0.73, -4.87], [-4.09, -0.48, -2.86], [-0.63, -1.44, 3.18], [-1.00, -1.28, 1.85], [-0.35, -0.43, 1.06], [0.70, 0.24, 1.49], [1.17, 0.15, 2.82], [0.43, -0.73, 3.67], [2.20, 0.94, 3.35], [3.16, 1.72, 2.72], [3.71, 1.68, 1.43], [4.60, 2.73, 1.05], [5.22, 2.63, -0.16], [4.97, 1.61, -0.99], [4.08, 0.72, -0.64], [3.48, 0.69, 0.52], [-1.20, -2.11, 3.81], [-1.81, -1.85, 1.41], [1.16, 0.95, 0.80], [0.72, -0.82, 4.71], [2.22, 0.98, 4.43], [3.63, 2.47, 3.35], [4.78, 3.56, 1.72], [5.97, 3.34, -0.49], [3.88, -0.08, -1.34], [1.98, -2.11, -2.53], [1.30, -2.19, -1.21], [0.11, -2.06, -0.99], [1.40, -2.66, -3.26], [2.99, -2.50, -2.48], [2.02, -1.07, -2.87], [-2.41, -2.62, -2.94], [-1.60, -1.34, -3.75], [-0.96, -0.42, -2.94], [-0.23, 0.60, -3.51], [0.59, 1.59, -2.35], [-0.20, 0.81, -4.88], [0.62, 2.15, -5.55], [-0.91, -0.09, -5.70], [-0.90, 0.14, -7.39], [-1.59, -1.19, -5.14], [-2.41, -2.30, -6.15], [4.04, -3.02, 2.95], [3.64, -4.03, 2.02], [3.86, -5.37, 2.15], [3.33, -5.98, 1.06], [2.78, -5.00, 0.26], [2.15, -5.28, -1.00], [2.98, -3.81, 0.86], [2.54, -2.00, 0.42], [4.69, -3.46, 3.71], [3.17, -2.58, 3.43], [4.60, -2.23, 2.44], [4.35, -5.80, 3.00], [3.30, -7.02, 0.79], [2.01, -6.35, -1.09], [2.78, -4.94, -1.82], [1.19, -4.78, -1.06]]
}



{
  "formula": "C41H35ClN2Si2Ti",
  "method": "wB97M-V/def2-TZVPD",
  "s2": 2.0185,
  "spin_multiplicity": 3,
  "de_lowest_ev": 1.534,
  "homo_energy_ev": [-5.60, -6.17],
  "orbital_gap_ev": [4.68, 5.53],
  "charge": 0,
  "total_energy_ha": -3581.5362,
  "elements": ["C", "C", "C", "H", "C", "C", "H", "H", "H", "H", "Ti", "Si", "C", "C", "H", "C", "H", "C", "H", "C", "H", "C", "H", "C", "C", "H", "C", "H", "C", "H", "C", "H", "C", "H", "H", "Si", "C", "C", "H", "C", "H", "C", "H", "C", "H", "C", "H", "C", "C", "H", "C", "H", "C", "H", "C", "H", "C", "H", "H", "Cl", "C", "C", "N", "C", "C", "C", "C", "C", "C", "C", "C", "C", "N", "C", "H", "H", "H", "H", "H", "H", "H", "H"],
  "xyz": [[-1.05, -0.69, 1.18], [-1.80, -0.03, 0.15], [-1.78, -0.87, -1.01], [-2.35, 0.90, 0.23], [-0.98, -2.03, -0.71], [-0.55, -1.92, 0.65], [0.00, -2.68, 1.19], [-0.93, -0.34, 2.20], [-2.33, -0.71, -1.93], [-0.79, -2.86, -1.38], [0.31, -0.22, -0.52], [0.51, 0.18, -6.70], [0.89, 1.70, -7.68], [2.14, 1.94, -8.28], [2.99, 1.30, -8.05], [2.27, 3.02, -9.16], [3.25, 3.24, -9.60], [1.16, 3.81, -9.48], [1.26, 4.64, -10.19], [-0.08, 3.56, -8.89], [-0.95, 4.16, -9.16], [-0.20, 2.55, -7.93], [-1.14, 2.42, -7.38], [1.03, -1.30, -7.67], [0.45, -1.34, -8.95], [-0.29, -0.59, -9.24], [0.85, -2.33, -9.86], [0.43, -2.31, -10.86], [1.76, -3.30, -9.46], [2.06, -4.08, -10.17], [2.31, -3.28, -8.17], [3.02, -4.06, -7.87], [1.93, -2.29, -7.26], [2.35, -2.26, -6.25], [-0.96, 0.05, -6.73], [0.74, 0.41, -4.33], [-0.12, -1.23, -3.99], [-1.49, -1.41, -4.25], [-2.18, -0.56, -4.20], [-1.95, -2.66, -4.64], [-2.98, -2.77, -5.01], [-1.11, -3.78, -4.61], [-1.45, -4.74, -4.99], [0.15, -3.64, -4.03], [0.78, -4.52, -3.91], [0.63, -2.38, -3.67], [1.60, -2.27, -3.18], [-0.27, 1.95, -4.05], [-1.54, 1.95, -3.45], [-1.84, 1.10, -2.84], [-2.41, 3.03, -3.67], [-3.41, 2.99, -3.25], [-2.01, 4.12, -4.45], [-2.73, 4.91, -4.71], [-0.69, 4.19, -4.89], [-0.36, 5.04, -5.49], [0.21, 3.16, -4.58], [1.27, 3.27, -4.80], [2.07, 0.62, -4.94], [1.87, 0.39, -2.31], [3.70, -2.26, 1.31], [2.63, -2.00, 0.47], [1.99, -0.81, 0.51], [2.37, 0.17, 1.38], [3.41, -0.08, 2.32], [4.09, -1.31, 2.25], [3.64, 0.95, 3.29], [2.93, 2.12, 3.29], [1.92, 2.42, 2.32], [1.15, 3.61, 2.28], [0.15, 3.75, 1.34], [-0.11, 2.72, 0.44], [0.63, 1.58, 0.47], [1.65, 1.41, 1.37], [4.22, -3.21, 1.21], [2.29, -2.72, -0.28], [4.89, -1.52, 2.95], [4.42, 0.76, 4.03], [3.14, 2.89, 4.04], [1.34, 4.39, 3.02], [-0.46, 4.65, 1.27], [-0.88, 2.78, -0.33]]
}



| no. | largest force on an atom (eV Å⁻¹) |
| --- | --- |
| 1 | 0.4 |
| 2 | 1.0 |
| 3 | 5.6 |
| 4 | 4.5 |
| 5 | 2.7 |